No. 1
{
  "formula": "C20H30F3KO10",
  "method": "ωB97M-V/def2-TZVPD",
  "symbols": ["K", "C", "O", "O", "C", "F", "F", "F", "C", "C", "H", "H", "H", "H", "H", "H", "O", "C", "O", "C", "C", "C", "H", "H", "H", "H", "H", "H", "O", "C", "O", "C", "C", "C", "H", "H", "H", "H", "H", "H", "O", "C", "O", "C", "C", "C", "H", "H", "H", "H", "H", "H", "O", "C", "O", "C", "C", "C", "H", "H", "H", "H", "H", "H"],
  "coordinates": [[5.1673, 12.4242, 16.5763], [5.0584, 15.8968, 18.1609], [3.8119, 15.7138, 17.3998], [5.7873, 14.6587, 18.1979], [5.8587, 17.2243, 17.9476], [5.0123, 18.2597, 17.9679], [6.6945, 17.4966, 18.9058], [6.5520, 17.3467, 16.8243], [3.8135, 16.1546, 16.0055], [2.4147, 15.9635, 15.4453], [1.7522, 16.6162, 16.0139], [2.3872, 16.1752, 14.3764], [2.1897, 14.9078, 15.5969], [4.4916, 15.5958, 15.3606], [3.9382, 17.2309, 15.8868], [4.6269, 16.0365, 19.1521], [6.6894, 13.2126, 14.2532], [7.8124, 13.5621, 14.0413], [8.8310, 12.8118, 14.5221], [10.0674, 13.2202, 14.0105], [9.8039, 14.7242, 13.9111], [8.3856, 14.9003, 13.5462], [10.3118, 12.7853, 13.0414], [10.9573, 13.0678, 14.6212], [10.6377, 15.1835, 13.3800], [10.0514, 15.1416, 14.8871], [8.2202, 15.0365, 12.4774], [7.9564, 15.6936, 14.1581], [4.6604, 10.2684, 18.2911], [5.4326, 9.5612, 18.9583], [5.7040, 9.8524, 20.2415], [6.6648, 8.8966, 20.7278], [7.0476, 7.9062, 19.5906], [6.0018, 8.2009, 18.4831], [6.1154, 8.3280, 21.4781], [7.6045, 9.3707, 21.0110], [6.8813, 6.8813, 19.9223], [8.0506, 8.0350, 19.1838], [5.2300, 7.4316, 18.5053], [6.4076, 8.2969, 17.4760], [3.8921, 11.2951, 14.3971], [4.2331, 10.3205, 13.7178], [4.8311, 10.5080, 12.5345], [5.2756, 9.2580, 11.9386], [5.1540, 8.2985, 13.0942], [4.0709, 8.8725, 14.0380], [6.2716, 9.3918, 11.5164], [4.6392, 9.1222, 11.0642], [6.1741, 8.1844, 13.4609], [4.8360, 7.3135, 12.7524], [4.3809, 8.6266, 15.0536], [3.1032, 8.4708, 13.7372], [0.8902, 11.8814, 22.3238], [1.3827, 12.2148, 21.2445], [1.1457, 13.4339, 20.7294], [1.6915, 13.5413, 19.4313], [2.0297, 12.1717, 18.9893], [2.2458, 11.4230, 20.2736], [2.6904, 13.9704, 19.5105], [1.0133, 14.1043, 18.7901], [2.8565, 12.1904, 18.2792], [1.2321, 11.7666, 18.3665], [3.2696, 11.3652, 20.6432], [1.8930, 10.3926, 20.2314]],
  "atomic_forces_ev_per_a": [[-0.164, -0.134, -0.320], [-1.539, -2.324, -1.002], [2.200, 1.000, -0.360], [-0.687, 2.870, -0.108], [-0.330, 1.158, -0.647], [-1.109, -0.287, -0.255], [1.070, -0.949, 1.634], [0.061, -0.930, -0.988], [-0.923, 0.435, -0.469], [0.393, -0.729, 0.803], [-0.309, -0.235, -0.255], [0.013, 0.140, 0.133], [-0.621, 0.026, -0.099], [0.544, -0.042, 0.390], [0.927, -0.001, 0.527], [0.353, -0.245, 0.629], [-0.727, 0.114, -0.147], [0.697, 0.583, 1.143], [-0.580, -1.898, 0.169], [0.756, 1.978, -0.782], [3.390, 0.300, 0.558], [-0.640, -0.534, -0.190], [-0.460, -0.283, -0.127], [-0.614, -0.510, 0.602], [-0.582, 0.233, -0.994], [-0.641, -0.099, 0.436], [-0.238, 0.132, 0.104], [-0.441, 0.002, -0.468], [1.893, -0.884, 1.083], [-2.586, 0.528, -1.411], [0.741, -0.343, -1.609], [0.474, -1.297, -0.276], [-1.081, -0.047, -0.795], [0.554, 1.049, 1.227], [0.615, 0.357, 0.497], [-0.604, 0.336, 0.731], [0.516, 0.090, 0.087], [0.005, 0.017, 0.407], [-0.272, 0.355, -0.183], [-0.091, -0.037, 0.112], [0.612, -1.656, -0.782], [-0.750, 2.528, 0.758], [0.194, 0.258, 0.275], [-0.845, 0.965, -0.415], [-0.051, -1.551, -0.895], [2.020, -0.588, -0.702], [0.110, 0.086, 0.485], [-0.299, -0.456, 0.209], [-0.299, 0.034, 0.835], [0.219, -0.076, -0.057], [-0.746, 0.258, 0.131], [-0.084, 0.264, 0.370], [1.516, 0.587, -2.591], [-1.392, -0.899, 2.726], [-0.475, 0.186, 0.268], [0.981, 0.839, 0.070], [-0.301, -1.060, -1.881], [-0.437, -0.746, 0.443], [-0.227, 1.181, 0.113], [0.222, 0.040, 0.129], [0.317, -0.071, 0.354], [-0.317, -0.400, 0.395], [0.097, 0.313, -0.104], [-0.027, 0.070, 0.081]],
  "e_lumo_ev": [-2.493, -5.742],
  "homo_lumo_gap_ev": [9.4, 6.1],
  "multiplicity": 2,
  "charge": 1
}

---

No. 2
{
  "formula": "C20H30F6IrN2O4S2",
  "method": "ωB97M-V/def2-TZVPD",
  "symbols": ["Ir", "C", "C", "C", "C", "C", "C", "C", "C", "C", "C", "C", "C", "C", "C", "C", "C", "C", "H", "H", "H", "H", "H", "H", "H", "H", "H", "H", "H", "H", "H", "H", "H", "H", "H", "H", "H", "H", "H", "H", "H", "H", "H", "H", "H", "H", "H", "F", "C", "F", "F", "S", "O", "O", "N", "S", "O", "O", "C", "F", "F", "F", "N", "C", "H"],
  "coordinates": [[0.7807, 0.7296, -0.3891], [1.2436, -1.3215, -0.7316], [-0.1665, -1.1234, -0.9502], [-0.7529, -0.8605, 0.3886], [0.3503, -0.6874, 1.2619], [1.5997, -0.9628, 0.6144], [2.9457, -1.0749, 1.2839], [3.0952, -0.0081, 2.3707], [4.0779, -0.9387, 0.2690], [2.9924, -2.4771, 1.9228], [-2.1474, -1.1297, 1.0012], [-2.0976, -0.9090, 2.5193], [-3.4039, -0.3946, 0.5169], [-2.3316, -2.6475, 0.7624], [-0.7534, -1.4283, -2.3280], [-2.1970, -0.9701, -2.5068], [-0.6524, -2.9484, -2.5485], [0.0816, -0.7284, -3.4116], [1.9462, -1.5904, -1.5042], [0.2713, -0.3778, 2.2899], [2.9985, 0.9973, 1.9567], [4.0799, -0.0952, 2.8294], [2.3573, -0.1289, 3.1653], [4.0912, 0.0564, -0.1805], [4.0145, -1.6877, -0.5228], [5.0315, -1.0851, 0.7759], [2.1879, -2.6071, 2.6492], [3.9405, -2.6125, 2.4437], [2.9059, -3.2602, 1.1671], [-1.8636, 0.1285, 2.7653], [-1.3879, -1.5710, 3.0189], [-3.0843, -1.1274, 2.9269], [-3.4969, 0.5735, 0.9960], [-4.2623, -0.9973, 0.8186], [-3.4626, -0.2455, -0.5525], [-1.4452, -3.2190, 1.0465], [-2.5682, -2.8615, -0.2773], [-3.1652, -2.9965, 1.3725], [-2.8939, -1.5786, -1.9369], [-2.4661, -1.0725, -3.5589], [-2.3226, 0.0783, -2.2331], [-1.1884, -3.5148, -1.7878], [0.3865, -3.2837, -2.5487], [-1.0829, -3.1985, -3.5186], [-0.0261, 0.3562, -3.3532], [-0.2788, -1.0502, -4.3888], [1.1400, -0.9862, -3.3602], [-0.5397, 4.7555, 3.2114], [0.0693, 3.6547, 2.8187], [-0.7822, 2.6285, 2.8714], [1.1031, 3.3987, 3.6084], [0.6753, 3.8435, 1.0874], [1.2272, 2.5018, 0.8130], [1.6039, 4.9120, 1.0975], [-0.6007, 4.1353, 0.2443], [-1.3154, 2.9947, -0.5452], [-0.3813, 2.3286, -1.4973], [-2.0999, 2.0943, 0.2373], [-2.4500, 3.9429, -1.6467], [-3.3678, 4.5341, -0.9083], [-1.7782, 4.8334, -2.3484], [-3.0175, 3.0593, -2.4585], [2.9251, 1.7334, -2.4074], [2.1292, 1.3703, -1.6600], [3.5792, 2.1172, -3.0615]],
  "atomic_forces_ev_per_a": [[-0.331, 0.092, -0.108], [0.022, 0.417, 0.055], [0.212, -0.256, 0.149], [0.087, 0.056, 0.376], [-0.436, -0.035, -0.128], [0.155, 0.071, -0.392], [-0.018, -0.203, 0.110], [-0.012, 0.021, -0.038], [0.022, 0.017, -0.004], [0.015, 0.077, -0.039], [0.039, -0.065, -0.039], [0.024, 0.022, 0.007], [-0.020, 0.010, -0.025], [-0.004, 0.053, 0.014], [0.032, -0.004, 0.006], [0.015, -0.030, -0.067], [-0.015, 0.011, -0.004], [-0.003, 0.001, -0.016], [-0.001, -0.013, 0.007], [-0.047, 0.023, 0.006], [0.004, -0.004, 0.015], [0.007, 0.000, 0.005], [-0.009, 0.006, 0.001], [0.000, -0.021, 0.004], [0.000, 0.005, 0.004], [0.015, 0.008, -0.015], [0.001, 0.001, -0.005], [0.003, 0.001, 0.001], [-0.006, 0.000, 0.003], [-0.004, 0.000, 0.009], [0.005, -0.004, -0.005], [0.001, 0.013, -0.005], [-0.003, -0.023, 0.003], [-0.004, -0.006, -0.017], [0.013, 0.016, 0.035], [0.009, 0.006, 0.001], [0.001, -0.030, -0.023], [0.000, 0.007, -0.007], [-0.011, 0.009, 0.012], [0.000, -0.004, 0.005], [0.025, 0.008, -0.012], [-0.009, 0.019, 0.012], [0.005, 0.013, -0.002], [-0.007, -0.004, 0.004], [-0.001, -0.016, 0.008], [0.001, 0.007, -0.002], [0.012, 0.014, -0.019], [-0.001, 0.016, -0.018], [-0.028, -0.043, 0.040], [0.001, -0.001, -0.003], [0.015, 0.002, -0.017], [0.217, 0.034, 0.142], [0.177, -0.284, 0.010], [-0.018, -0.010, -0.011], [-0.223, 0.177, -0.168], [0.287, -0.184, -0.132], [-0.278, -0.256, 0.437], [-0.110, 0.158, -0.080], [0.022, 0.017, 0.005], [-0.008, 0.022, 0.008], [0.031, 0.005, -0.021], [-0.023, -0.001, -0.002], [-0.034, 0.033, -0.021], [0.175, 0.042, -0.058], [0.013, -0.013, 0.011]],
  "e_lumo_ev": -3.938,
  "relative_energy_kj_mol": 45.8,
  "homo_lumo_gap_ev": 9.2,
  "charge": 1
}

---

No. 3
{
  "formula": "C20H30F6N2OP",
  "method": "ωB97M-V/def2-TZVPD",
  "symbols": ["C", "O", "C", "C", "C", "C", "C", "C", "C", "C", "C", "C", "C", "C", "N", "C", "C", "C", "C", "C", "C", "N", "C", "H", "H", "H", "H", "H", "H", "H", "H", "H", "H", "H", "H", "H", "H", "H", "H", "H", "H", "H", "H", "H", "H", "H", "H", "H", "H", "H", "H", "H", "H", "F", "P", "F", "F", "F", "F", "F"],
  "coordinates": [[-2.5495, -3.5121, 4.2998], [-3.2789, -3.1243, 3.1602], [-2.7121, -3.5124, 1.9203], [-1.7934, -2.4512, 1.3068], [-1.8824, -2.4072, -0.2227], [-3.0865, -1.6182, -0.7802], [-2.6721, -0.6365, -1.8763], [-1.9243, 0.5685, -1.3046], [-0.9502, 1.2359, -2.2905], [0.0993, 2.0165, -1.5542], [-0.1515, 3.3181, -1.1564], [0.7930, 4.0527, -0.4039], [1.9989, 3.4993, -0.0319], [2.2900, 2.1665, -0.4055], [3.4678, 1.6094, -0.0159], [3.6994, 0.3660, -0.3608], [4.9783, -0.2732, 0.1169], [4.9470, -0.6043, 1.6163], [3.9975, -1.7742, 1.9330], [6.3562, -0.8667, 2.1416], [2.7410, -0.3681, -1.1341], [1.6055, 0.1411, -1.5252], [1.3373, 1.4266, -1.1741], [-2.9174, -4.4664, 4.6941], [-1.4813, -3.6143, 4.0801], [-2.6696, -2.7462, 5.0681], [-3.5501, -3.7155, 1.2470], [-2.1601, -4.4523, 2.0541], [-2.0760, -1.4823, 1.7259], [-0.7556, -2.6383, 1.6011], [-0.9626, -1.9671, -0.6159], [-1.9210, -3.4365, -0.5996], [-3.8550, -2.3026, -1.1476], [-3.5528, -1.0459, 0.0310], [-3.5595, -0.2810, -2.4101], [-2.0464, -1.1497, -2.6150], [-2.6402, 1.3176, -0.9678], [-1.3575, 0.2596, -0.4152], [-0.4918, 0.4666, -2.9134], [-1.4974, 1.9388, -2.9203], [-1.0962, 3.7742, -1.4394], [0.5699, 5.0715, -0.1128], [2.7310, 4.0469, 0.5493], [5.1732, -1.1846, -0.4573], [5.7906, 0.4372, -0.0635], [4.5660, 0.2951, 2.1108], [3.3650, -2.0306, 1.0783], [3.3271, -1.5345, 2.7603], [4.5559, -2.6725, 2.2047], [6.9473, 0.0520, 2.1439], [6.8718, -1.6192, 1.5396], [6.3197, -1.2316, 3.1720], [2.9620, -1.3942, -1.4228], [-4.3048, 4.2396, -4.5105], [-4.5670, 4.0128, -2.8929], [-4.8653, 4.6602, -1.3992], [-5.3015, 2.6078, -3.3627], [-3.1739, 4.9235, -2.8233], [-3.6490, 2.9050, -2.0354], [-6.0379, 4.7046, -3.1940]],
  "atomic_forces_ev_per_a": [[0.126, 0.021, -0.057], [-0.094, 0.124, 0.058], [0.011, -0.091, -0.056], [0.037, -0.031, 0.015], [-0.049, -0.018, 0.037], [0.033, 0.003, 0.187], [-0.239, 0.163, -0.124], [0.236, -0.089, 0.197], [-0.094, 0.042, 0.041], [-0.078, 0.555, 0.213], [0.181, -0.374, -0.146], [0.445, -0.266, 0.091], [-0.466, 0.015, -0.197], [-0.345, -0.026, -0.219], [0.049, -0.284, -0.047], [-0.373, -0.066, -0.135], [-0.022, 0.115, -0.024], [-0.134, 0.084, 0.048], [-0.079, 0.016, -0.111], [-0.078, 0.079, 0.183], [0.227, 0.352, 0.210], [0.129, -0.153, 0.008], [0.286, 0.180, 0.334], [0.031, -0.028, -0.010], [-0.011, 0.034, 0.045], [-0.027, -0.039, -0.036], [0.012, 0.082, 0.054], [-0.088, -0.041, -0.116], [0.000, 0.013, -0.053], [-0.047, 0.023, 0.075], [-0.004, -0.015, 0.006], [0.121, 0.047, -0.041], [0.017, 0.016, -0.034], [-0.006, -0.041, -0.045], [0.082, -0.021, -0.015], [0.011, -0.058, 0.044], [0.014, -0.062, 0.060], [0.029, -0.076, -0.112], [0.072, 0.094, 0.000], [-0.073, -0.162, -0.099], [0.035, 0.001, 0.029], [-0.074, -0.013, -0.033], [-0.025, -0.039, -0.035], [0.077, 0.028, 0.002], [-0.014, -0.088, -0.059], [0.032, -0.053, -0.013], [0.013, 0.049, 0.072], [0.072, -0.050, 0.014], [0.003, -0.009, -0.034], [0.046, -0.071, -0.106], [-0.005, 0.000, -0.014], [0.009, 0.008, -0.049], [-0.037, 0.051, 0.017], [0.429, -0.681, 0.253], [0.008, 0.038, -0.019], [-0.339, -0.788, -0.054], [-0.366, 0.253, 0.705], [-0.607, 0.542, -0.023], [0.312, 0.122, -0.749], [0.589, 0.583, -0.129]],
  "e_lumo_ev": 2.001,
  "homo_lumo_gap_ev": 8.4,
  "charge": -1
}